Computed, not measured: a molecular structure, C5H8N at a distorted geometry, with wB97M-V/def2-TZVPD.

Calculated values
- electronic energy (Eh) = -249.65217
- relative energy (zero: lowest compared OMol25 entry of this formula, charge and spin) (eV) = 4.707

ORCA input file:
```
! wB97M-V def2-TZVPD RIJCOSX def2/J DEFGRID3
* xyz 1 1
C 2.14 -0.54 0.35
C 1.76 0.70 -0.30
C 0.47 -0.14 -0.66
C -0.67 0.19 0.19
C -2.09 -0.38 -0.02
N 1.09 -1.26 0.31
H 3.07 -0.92 0.75
H 1.39 1.48 0.32
H 2.21 1.05 -1.21
H 0.44 -0.47 -1.72
H -0.57 0.90 0.96
H -2.27 -1.48 0.30
H -2.36 -0.25 -1.08
H -2.72 0.17 0.50
*
```

***

Computed, not measured: a molecular structure, C5H8N at a distorted geometry, with wB97M-V/def2-TZVPD.

Calculated values
- electronic energy (Eh) = -249.62697
- relative energy (zero: lowest compared OMol25 entry of this formula, charge and spin) (eV) = 5.392

ORCA input file:
```
! wB97M-V def2-TZVPD RIJCOSX def2/J DEFGRID3
* xyz 1 1
C -0.26 0.45 -0.80
C -0.66 -0.73 2.06
C -0.55 0.79 -2.21
C 0.03 -0.45 0.89
C 1.45 -0.79 0.61
N -1.01 1.45 -0.99
H -1.68 -0.50 2.28
H -0.06 -1.26 2.78
H 0.19 1.31 -2.80
H -1.28 0.20 -2.75
H 1.51 -1.45 -0.26
H 1.92 -1.29 1.45
H 2.02 0.10 0.37
H -1.60 2.18 -0.61
*
```

***

Computed, not measured: a gas-phase ion, C5H8N (charge +1) at a distorted geometry, with wB97M-V/def2-TZVPD.

Calculated values
- electronic energy (Eh) = -249.56778
- relative energy (zero: lowest compared OMol25 entry of this formula, charge and spin) (eV) = 7.003

ORCA input file:
```
! wB97M-V def2-TZVPD RIJCOSX def2/J DEFGRID3
* xyz 1 1
C 1.31 -0.93 0.17
C -0.40 1.53 0.34
C 1.90 0.27 -0.42
C 0.59 0.44 -0.21
C -0.73 0.48 -0.72
N -1.65 -0.65 -0.25
H 0.92 -1.70 -0.43
H 1.47 -1.41 1.13
H -0.50 1.36 1.41
H -0.16 2.57 0.07
H 2.80 0.95 -0.49
H -1.32 -1.58 -0.63
H -2.67 -0.64 -0.67
H -1.57 -0.69 0.70
*
```

***

Computed, not measured: a gas-phase ion, C5H8N (charge +1) at a distorted geometry, with wB97M-V/def2-TZVPD.

Calculated values
- electronic energy (Eh) = -249.64653
- relative energy (zero: lowest compared OMol25 entry of this formula, charge and spin) (eV) = 4.860

ORCA input file:
```
! wB97M-V def2-TZVPD RIJCOSX def2/J DEFGRID3
* xyz 1 1
C 1.77 0.20 1.28
C 0.86 -0.15 -1.31
C 0.31 0.05 1.09
C -0.06 0.00 -0.39
C -1.56 -0.09 -0.87
N 2.74 0.06 0.48
H 1.99 0.50 2.33
H 1.30 -0.39 -2.25
H 0.08 -0.82 1.66
H -0.19 0.82 1.76
H 2.51 -0.12 -0.51
H -1.63 -0.80 -1.65
H -1.87 0.96 -1.19
H -2.04 -0.35 0.01
*
```

***

Computed, not measured: a gas-phase ion, C5H8N (charge +1) at a distorted geometry, with wB97M-V/def2-TZVPD.

Calculated values
- electronic energy (Eh) = -249.64196
- SMILES string = C1[C@@H]2[C@H]1[N+]21CC1
- relative energy (zero: lowest compared OMol25 entry of this formula, charge and spin) (eV) = 4.985

ORCA input file:
```
! wB97M-V def2-TZVPD RIJCOSX def2/J DEFGRID3
* xyz 1 1
C -0.81 0.23 1.54
C 1.08 0.83 -0.60
C 0.85 -0.26 -1.56
C -0.31 -0.96 0.85
C -1.28 -0.21 0.10
N 0.06 -0.24 -0.40
H -1.60 0.07 2.30
H -0.15 1.18 1.63
H 1.90 0.71 0.00
H 0.75 1.87 -0.57
H 0.43 0.10 -2.39
H 1.53 -1.07 -1.78
H -0.18 -1.94 1.10
H -2.27 -0.30 -0.23
*
```

***

Computed, not measured: a gas-phase ion, C5H8N (charge +1) at a distorted geometry, with wB97M-V/def2-TZVPD.

Calculated values
- electronic energy (Eh) = -249.72298
- SMILES string = C=C=[N+]=C(C)C
- relative energy (zero: lowest compared OMol25 entry of this formula, charge and spin) (eV) = 2.780

ORCA input file:
```
! wB97M-V def2-TZVPD RIJCOSX def2/J DEFGRID3
* xyz 1 1
C 3.15 0.08 0.19
C 1.89 0.08 -0.20
C -0.58 -0.02 0.02
C -1.27 -1.29 -0.29
C -1.41 1.18 0.35
N 0.67 0.07 -0.27
H 3.71 -0.82 0.03
H 3.78 1.00 0.25
H -1.89 -1.05 -1.19
H -2.13 -1.40 0.49
H -0.64 -2.17 -0.49
H -1.06 2.16 0.52
H -2.10 0.97 1.07
H -2.13 1.19 -0.47
*
```

***

Computed, not measured: a molecular structure, C5H8N at a distorted geometry, with wB97M-V/def2-TZVPD.

Calculated values
- electronic energy (Eh) = -249.69939
- relative energy (zero: lowest compared OMol25 entry of this formula, charge and spin) (eV) = 3.422

ORCA input file:
```
! wB97M-V def2-TZVPD RIJCOSX def2/J DEFGRID3
* xyz 1 1
C 1.10 -1.31 -1.09
C -0.34 0.45 0.04
C 1.71 0.75 0.45
C 0.86 -0.28 -0.29
C -1.93 -0.12 0.27
N 0.56 1.24 0.88
H 0.24 -1.84 -1.38
H 2.00 -1.88 -1.30
H -0.59 1.12 -0.78
H 2.71 0.95 0.79
H -2.16 -0.49 1.27
H -1.86 -0.96 -0.50
H -2.65 0.61 -0.06
H 0.35 1.76 1.68
*
```

***

Computed, not measured: a gas-phase ion, C5H8N (charge +1) at a distorted geometry, with wB97M-V/def2-TZVPD.

Calculated values
- electronic energy (Eh) = -249.61950
- SMILES string = [NH3+][C@]12C[C@]13C[C@H]32
- relative energy (zero: lowest compared OMol25 entry of this formula, charge and spin) (eV) = 5.596

ORCA input file:
```
! wB97M-V def2-TZVPD RIJCOSX def2/J DEFGRID3
* xyz 1 1
C 1.31 -0.23 -1.16
C 0.45 0.84 1.37
C 0.47 1.06 -0.94
C 1.12 0.43 0.19
C -0.45 0.60 0.12
N -1.35 -0.56 0.26
H 0.87 -1.23 -1.40
H 2.21 0.00 -1.61
H 0.33 0.09 2.11
H 0.41 1.88 1.67
H 0.37 2.06 -1.27
H -1.12 -1.22 -0.45
H -2.22 -0.23 -0.05
H -1.35 -1.01 1.22
*
```

***

Computed, not measured: C5H8N2 in the gas phase at a distorted geometry, with wB97M-V/def2-TZVPD.

Calculated values
- electronic energy (Eh) = -304.74447
- relative energy (zero: lowest compared OMol25 entry of this formula, charge and spin) (eV) = 2.477

ORCA input file:
```
! wB97M-V def2-TZVPD RIJCOSX def2/J DEFGRID3
* xyz 0 1
C -1.19 0.91 0.98
C 0.24 -0.78 -1.59
C 1.60 -0.53 -0.92
C 1.85 0.89 -0.68
N 2.05 2.01 -0.48
C -0.86 -0.55 0.71
N -0.76 -0.81 -0.74
H -1.29 1.09 2.06
H -0.40 1.57 0.60
H -2.13 1.19 0.50
H 2.38 -0.89 -1.61
H 1.74 -1.06 0.03
H -1.64 -1.21 1.11
H 0.08 -0.84 1.19
H -1.67 -0.98 -1.16
*
```

***

Computed, not measured: C5H8N2 in the gas phase at a distorted geometry, with wB97M-V/def2-TZVPD.

Calculated values
- electronic energy (Eh) = -304.67119
- SMILES string = [H]/N=C\C(=C)/C=N/C
- relative energy (zero: lowest compared OMol25 entry of this formula, charge and spin) (eV) = 4.471

ORCA input file:
```
! wB97M-V def2-TZVPD RIJCOSX def2/J DEFGRID3
* xyz 0 1
C -2.52 0.56 0.16
C 0.73 0.09 0.00
C -0.47 -0.26 -0.70
C 1.42 -1.31 0.21
C 1.47 1.19 0.17
N -1.15 0.74 -0.24
N 2.57 -1.65 -0.16
H 3.12 -0.91 -0.59
H -0.84 -1.27 -0.89
H 0.80 -2.07 0.69
H -2.71 1.13 1.06
H -2.79 -0.49 0.32
H -3.15 0.97 -0.63
H 2.54 1.16 0.30
H 0.97 2.14 0.29
*
```

***

Computed, not measured: 2 unconnected molecules or ions with the total composition C5H8N2, with wB97M-V/def2-TZVPD.

Calculated values
- electronic energy (Eh) = -304.62505
- SMILES string = CC1=CN1.C=C=N
- relative energy (zero: lowest compared OMol25 entry of this formula, charge and spin) (eV) = 5.727

ORCA input file:
```
! wB97M-V def2-TZVPD RIJCOSX def2/J DEFGRID3
* xyz 0 1
C -1.24 1.26 -0.54
C -0.48 0.07 -0.03
C 1.47 0.26 -0.88
C 2.18 -0.16 0.19
N 2.35 -0.58 1.30
C -0.40 -0.67 1.10
N -0.63 -1.36 -0.24
H -0.73 2.18 -0.23
H -1.35 1.28 -1.62
H -2.23 1.27 -0.09
H 1.45 1.31 -1.12
H 1.24 -0.48 -1.65
H -0.98 -0.71 2.01
H 1.28 -0.68 1.67
H -1.63 -1.56 -0.38
*
```

***

Computed, not measured: a molecular structure, C5H8N2 at a distorted geometry, with wB97M-V/def2-TZVPD.

Calculated values
- electronic energy (Eh) = -304.58220
- relative energy (zero: lowest compared OMol25 entry of this formula, charge and spin) (eV) = 6.892

ORCA input file:
```
! wB97M-V def2-TZVPD RIJCOSX def2/J DEFGRID3
* xyz 0 1
C -0.91 -0.31 0.21
C 2.80 0.13 -0.05
C 1.59 0.56 -0.04
C -2.40 -0.58 0.23
C -1.81 0.71 -0.27
N 0.67 -1.96 0.04
N 0.30 -0.81 0.02
H 3.79 0.47 -0.03
H 2.72 -0.92 -0.33
H 1.14 1.51 0.28
H -2.86 -1.12 -0.57
H -2.95 -0.77 1.13
H -1.90 1.63 0.33
H -1.97 1.09 -1.30
H 1.71 -2.07 0.19
*
```